The following is a DFT calculation (ωB97M-V with the def2-TZVPD basis set) of a molecular structure, C5H6O.

```
! wB97M-V def2-TZVPD RIJCOSX def2/J DEFGRID3
* xyz 0 1
C 2.18122 0.13636 0.44972
C 1.41812 0.10987 -0.48464
C 0.05636 0.15414 -1.06055
C -0.82557 -0.81078 -0.23462
C -0.93604 0.42385 0.67092
O -0.62424 1.27098 -0.45383
H 2.81717 0.16149 1.30484
H -0.00666 0.16406 -2.15175
H -1.75833 -1.03610 -0.75703
H -0.36259 -1.71708 0.16022
H -0.09721 0.44444 1.38173
H -1.86223 0.69878 1.17498
*
```

- Relative energy (zero: lowest compared OMol25 entry of this formula, charge and spin): 3.229 eV
- Maximum force: 0.658 eV/Å
- HOMO-LUMO gap: 0.406 Ha

Mulliken population analysis, charges in e, atoms 1 to 5: atom 1 (C): -0.032, atom 2 (C): -0.557, atom 3 (C): 0.076, atom 4 (C): -0.496, atom 5 (C): -0.374

***

The following is a DFT calculation (ωB97M-V with the def2-TZVPD basis set) of C5H6O in the gas phase in a non-equilibrium geometry.

```
! wB97M-V def2-TZVPD RIJCOSX def2/J DEFGRID3
* xyz 0 1
C -0.19654 0.23608 3.07450
C 0.14518 0.62954 1.89646
O 0.86016 1.34942 0.91603
C 0.07393 0.22385 0.53444
C -0.25848 -0.33924 -0.61434
C 0.39918 -0.07651 -1.93802
H 0.23583 0.64600 3.92466
H -0.91864 -0.55349 3.25562
H -0.90011 -1.30032 -0.55974
H 1.05513 0.89136 -2.08981
H -0.21671 -0.01554 -2.85081
H 1.13621 -0.79254 -2.18868
*
```

- Relative energy (zero: lowest compared OMol25 entry of this formula, charge and spin): 3.486 eV
- SMILES: C=C1O/C1=C\C
- Maximum force: 4.312 eV/Å
- HOMO-LUMO gap: 0.379 Ha

Mulliken population analysis, charges in e, atoms 1 to 5: atom 1 (C): -0.963, atom 2 (C): 0.512, atom 3 (O): -0.439, atom 4 (C): 0.377, atom 5 (C): -0.112

***

The following is a DFT calculation (ωB97M-V with the def2-TZVPD basis set) of C5H6O in the gas phase.

```
! wB97M-V def2-TZVPD RIJCOSX def2/J DEFGRID3
* xyz 0 1
C 1.21210 0.38967 -0.90332
C 0.10309 0.59726 0.13462
C 0.10185 -0.31574 1.31236
C -0.82171 -1.33773 1.30303
C -1.54127 -0.88345 0.17627
O -1.18037 0.23523 -0.44132
H 1.23769 -0.65899 -1.20662
H 2.18392 0.64963 -0.47204
H 1.04571 1.02077 -1.78026
H 0.08058 1.65279 0.42440
H 0.67675 -0.08083 2.17857
H -2.46360 -1.29532 -0.24219
*
```

- Relative energy (zero: lowest compared OMol25 entry of this formula, charge and spin): 3.443 eV
- SMILES: C[C@@H]1C=C=CO1
- Maximum force: 0.934 eV/Å
- HOMO-LUMO gap (spin up / spin down): 0.280 / 0.280 Ha

Mulliken population analysis, charges in e, atoms 1 to 5: atom 1 (C): -1.158, atom 2 (C): 0.314, atom 3 (C): -0.309, atom 4 (C): -0.656, atom 5 (C): 0.086